[1]
# C30H39IrN8O2SSe

C30H39IrN8O2SSe as an isolated structure (ωB97M-V with the def2-TZVPD basis set, OMol25).

Element x y z (Å)
Ir  0.96231  -0.62850  0.54499
N  -2.97179  -7.25247  -2.83476
C  -2.30694  -6.13817  -2.57591
C  -2.73491  -4.90023  -3.14911
C  -2.04055  -3.75754  -2.87578
C  -0.91620  -3.81114  -2.03282
C  -0.47795  -5.01587  -1.46442
C  -1.15753  -6.17158  -1.72468
S  -0.07873  -2.27548  -1.66347
O  -0.27903  -1.44248  -2.81426
O  1.28117  -2.62816  -1.28372
N  -0.75330  -1.73076  -0.32260
C  -1.63182  -0.63169  -0.43765
N  -1.09387  0.44566  0.13710
C  -1.84559  1.54750  0.19212
C  -3.11186  1.55385  -0.36339
C  -3.54806  0.38640  -0.97237
N  -2.81158  -0.72891  -1.00500
H  -3.78810  -7.25602  -3.43272
H  -2.69371  -8.14235  -2.44201
H  -3.60539  -4.88909  -3.79154
H  -2.34215  -2.80839  -3.29480
H  0.39934  -5.01847  -0.83298
H  -0.84372  -7.11624  -1.30025
H  -1.41656  2.41716  0.67215
H  -3.73380  2.43505  -0.33087
H  -4.52115  0.33311  -1.44423
C  7.77682  -0.09138  2.44006
C  6.63722  0.89001  2.20612
C  6.08336  0.83873  0.78002
C  5.24402  -0.41507  0.56157
N  4.85372  -0.56271  -0.84914
C  3.68523  -0.00855  -1.42122
Se  2.45520  1.03727  -0.49522
N  3.68035  -0.27746  -2.71319
C  2.63468  0.14607  -3.67878
C  2.85676  1.56490  -4.17618
C  4.17367  1.78089  -4.91321
C  4.28812  3.19617  -5.46237
C  4.83374  -1.00025  -3.04242
C  5.31324  -1.48927  -4.21279
C  6.55743  -2.15401  -4.13958
C  7.28702  -2.31173  -2.92180
C  6.81090  -1.82522  -1.75273
C  5.55748  -1.15492  -1.80822
H  8.12776  -0.04337  3.46912
H  8.62614  0.13863  1.79509
H  7.48066  -1.12786  2.26133
H  6.98147  1.90638  2.40078
H  5.82597  0.70514  2.91750
H  6.91149  0.84495  0.06425
H  5.46798  1.71633  0.56749
H  4.31555  -0.38120  1.13130
H  5.77674  -1.32580  0.83278
H  1.68256  0.01896  -3.16667
H  2.67690  -0.57837  -4.49250
H  2.77246  2.26190  -3.33754
H  2.01987  1.78915  -4.84229
H  4.25231  1.06181  -5.73543
H  5.01731  1.58778  -4.23993
H  3.50362  3.39265  -6.19335
H  5.24658  3.35473  -5.95249
H  4.19724  3.93297  -4.66337
H  4.81157  -1.38168  -5.16245
H  6.96413  -2.54686  -5.06198
H  8.23932  -2.82270  -2.93596
H  7.35206  -1.92526  -0.82296
C  -2.12189  -0.93652  5.11671
C  -0.94465  -0.48393  4.33228
C  0.02500  0.46708  4.60538
C  0.92354  0.42833  3.53943
N  0.53511  -0.50583  2.65690
N  -0.61712  -1.02486  3.14832
C  2.14473  1.25014  3.32261
H  -1.79818  -1.46279  6.01419
H  -2.75679  -1.60506  4.53685
H  -2.71840  -0.07962  5.42564
H  0.08528  1.09313  5.47778
H  -1.07003  -1.79130  2.67684
H  2.54094  1.59874  4.27372
H  1.92676  2.12793  2.71226
H  2.91573  0.66719  2.81893

Properties
DFT total energy	-4658.06044	Eh
net charge	+3
gap between HOMO and LUMO (spin up / spin down)	7.61 / 4.11	eV
2S+1	6
HOMO energy (spin up / spin down)	-15.402 / -15.634	eV

=====

[2]
# H8O4

A 4-piece molecular cluster, H8O4 overall at a distorted geometry (ωB97M-V with the def2-TZVPD basis set, OMol25).

Element x y z (Å)
O  1.29506  1.31099  -1.02029
H  1.66617  1.49900  -0.19080
H  0.36586  1.43353  -0.89538
O  -0.74922  -0.63274  -1.30044
H  -0.76907  -1.35988  -0.65102
H  0.18613  -0.59655  -1.55220
O  0.72920  -1.43971  0.71945
H  0.45739  -0.57150  1.13064
H  0.33630  -1.97939  1.40610
O  -1.38290  0.60922  1.11400
H  -1.38633  0.39124  0.14332
H  -0.74860  1.33580  1.09662

Properties
DFT total energy	-305.74249	Eh
net charge	0
gap between HOMO and LUMO	11.69	eV
HOMO energy	-11.344	eV

=====

[3]
# C4H12N2S

One molecule with the formula C4H12N2S at a distorted geometry (ωB97M-V with the def2-TZVPD basis set, OMol25).

Element x y z (Å)
N  0.56606  0.02196  2.65734
C  1.36474  0.56950  1.54596
C  1.17736  -0.24024  0.29493
N  -0.18524  -0.09468  -0.19344
C  -0.45999  -0.70493  -1.49268
C  -1.53208  0.11041  -2.29415
S  -2.88653  0.68514  -1.23601
H  0.64305  0.65202  3.44984
H  1.02602  -0.80747  3.02744
H  2.43630  0.66586  1.77859
H  0.97015  1.59322  1.45749
H  1.90811  0.10084  -0.45462
H  1.39645  -1.32880  0.28063
H  -0.83978  -0.34982  0.53666
H  0.52549  -0.80787  -1.93710
H  -0.88256  -1.71026  -1.47840
H  -2.00856  -0.57626  -2.98555
H  -1.02990  0.98305  -2.71320
H  -2.18907  1.23835  -0.24373

Properties
DFT total energy	-667.26981	Eh
net charge	0
gap between HOMO and LUMO	9.48	eV
HOMO energy	-8.477	eV

=====

[4]
# C9H19F6MnN4O13S6

C9H19F6MnN4O13S6 as an isolated structure at a distorted geometry (ωB97M-V with the def2-TZVPD basis set, OMol25).

Element x y z (Å)
Mn  23.36727  10.24745  -9.45233
N  22.76818  5.98068  -7.86826
S  21.86322  6.12088  -6.66431
O  21.50925  7.42410  -6.16881
O  21.91541  4.97733  -5.70975
F  20.48456  5.71286  -7.41788
S  23.88097  7.26983  -7.53628
O  24.19721  7.52068  -6.16126
O  23.63294  8.41326  -8.42739
F  25.14032  6.53045  -8.23250
N  23.02491  9.18493  -11.14567
S  21.75939  7.93966  -11.19651
O  22.16093  6.60819  -10.73879
O  20.74214  8.09540  -12.24105
F  20.99548  8.54185  -9.95101
S  23.31525  8.94671  -12.65171
O  22.64648  9.80093  -13.62844
O  23.76924  7.61798  -13.03733
F  24.80495  9.66329  -12.55462
N  21.92351  10.95014  -8.30757
S  20.36005  11.66410  -8.70749
O  20.24800  13.04108  -8.40735
O  19.15375  10.88005  -8.65284
F  20.61516  11.74927  -10.28307
S  21.67866  11.32975  -6.85192
O  20.46037  11.13243  -6.10903
O  22.49296  12.46832  -6.29271
F  22.46014  10.02128  -6.25619
C  26.10525  13.62717  -9.06961
C  25.35971  12.58624  -9.92629
C  25.91842  12.58318  -11.35912
C  27.32780  12.04995  -11.52363
C  27.40604  10.61077  -10.92647
C  26.80453  10.51897  -9.43428
N  25.44884  11.18104  -9.38433
O  24.84686  10.98773  -8.11859
C  26.69246  9.06189  -9.17848
C  27.86874  11.06313  -8.44556
C  23.86264  12.99050  -10.07117
H  25.77088  13.55334  -8.03479
H  25.76433  14.63071  -9.32413
H  27.18358  13.59711  -9.22580
H  25.36712  12.05833  -12.13931
H  25.98028  13.59723  -11.75404
H  28.01219  12.72198  -11.00585
H  27.66650  12.08019  -12.55923
H  28.46462  10.36501  -10.84218
H  26.99719  9.89089  -11.63549
H  26.06287  8.64215  -9.96305
H  27.58849  8.48369  -9.40413
H  26.34808  8.75723  -8.19020
H  27.40953  11.41966  -7.52354
H  28.61668  10.36971  -8.06105
H  28.43017  11.87294  -8.91150
H  23.35885  13.01804  -9.10496
H  23.34816  12.37015  -10.80505
H  23.80432  14.05910  -10.27804
H  25.45938  11.49692  -7.58274

Properties
DFT total energy	-5690.70887	Eh
net charge	-1
gap between HOMO and LUMO (spin up / spin down)	8.80 / 8.77	eV
2S+1	6
HOMO energy (spin up / spin down)	-7.083 / -7.089	eV